*A*
# CH11O5

A 5-piece molecular cluster, CH11O5 overall (ωB97M-V/def2-TZVPD, OMol25).

As for the LUMO energy: 3.95 eV. Its total charge is -1. As for the gap between HOMO and LUMO: 8.4 eV.

Last column: natural (NBO) charge in e.
Positions of all 17 atoms, in Å:
C1 1.254 0.238 -0.534  -0.267
O1 -0.049 -0.105 -0.038  -1.042
H1 1.193 0.273 -1.646  0.135
H2 1.555 1.212 -0.087  0.138
H3 2.000 -0.452 -0.145  0.131
H4 -0.438 1.842 0.015  0.498
H5 -0.893 2.338 -1.303  0.479
O2 -0.801 2.654 -0.395  -1.000
H6 -0.692 0.055 -1.664  0.507
H7 -2.094 0.009 -1.683  0.463
O3 -1.432 0.480 -2.221  -1.010
H8 1.361 -0.131 2.968  0.454
H9 0.141 -0.162 1.989  0.514
O4 0.398 -0.099 2.931  -0.992
H10 0.018 -2.400 0.169  0.496
H11 -1.020 -2.601 1.120  0.466
O5 -0.501 -3.152 0.523  -0.973



*B*
# CH11O5

A 5-piece molecular cluster, CH11O5 overall (ωB97M-V/def2-TZVPD, OMol25).

As for the LUMO energy: 3.90 eV. Its total charge is -1. As for the gap between HOMO and LUMO: 8.7 eV.

Last column: natural (NBO) charge in e.
Positions of all 17 atoms, in Å:
C1 -0.251 -0.343 1.442  -0.249
O1 0.478 -0.084 0.239  -0.995
H1 -1.219 0.071 1.290  0.112
H2 -0.395 -1.386 1.646  0.164
H3 0.208 0.294 2.189  0.146
H4 2.541 -0.849 2.131  0.434
H5 1.661 -0.869 0.930  0.503
O2 2.235 -1.541 1.525  -1.021
H6 -0.318 -1.094 -1.005  0.511
H7 -0.887 -0.425 -2.234  0.413
O3 -0.834 -1.292 -1.831  -0.948
H8 -1.261 0.558 -1.581  0.447
H9 -2.186 0.782 -0.337  0.478
O4 -2.077 0.987 -1.264  -0.948
H10 0.181 2.029 -1.475  0.450
H11 1.038 1.274 -0.453  0.511
O5 1.085 1.889 -1.212  -1.008



The most stable of them is *A*.



*A*
# C2H2OS2

C2H2OS2 in the gas phase (ωB97M-V/def2-TZVPD, OMol25).

The SMILES is O=CC(=S)S. As for the LUMO energy: -1.61 eV. Its total charge is 0. As for the gap between HOMO and LUMO: 7.9 eV.

Last column: natural (NBO) charge in e.
Positions of all 7 atoms, in Å:
O1 -1.485 -0.463 -1.807  -0.462
C1 -1.172 0.215 -0.885  0.399
C2 -0.004 0.083 0.212  -0.433
S1 -0.019 1.146 1.487  0.091
S2 1.206 -1.008 -0.346  0.137
H1 -1.605 1.200 -0.626  0.116
H2 1.543 -1.495 0.875  0.152



*B*
# C2H2OS2

C2H2OS2 in the gas phase (ωB97M-V/def2-TZVPD, OMol25).

The SMILES is C1OC12SS2. As for the LUMO energy: -0.25 eV. Its total charge is 0. As for the gap between HOMO and LUMO: 8.4 eV.

Last column: natural (NBO) charge in e.
Positions of all 7 atoms, in Å:
C1 0.946 -0.060 -0.054  -0.134
O1 0.261 -0.138 1.213  -0.464
C2 -0.592 0.013 0.181  -0.061
S1 -1.905 -0.988 -0.450  0.123
S2 -1.876 1.096 -0.312  0.146
H1 1.366 0.938 -0.188  0.176
H2 1.800 -0.861 -0.389  0.213



The most stable of them is *A*.